[1]
Below is C30H50N7OSSbSi3Tl as an isolated structure in a non-equilibrium geometry, with properties calculated with ωB97M-V with the def2-TZVPD basis set.

Calculated values
**Total charge**: +1
**Relative energy (zero: lowest compared OMol25 entry of this formula, charge and spin)**: 37.0 kcal per mole
**LUMO level**: -3.65 eV

Last column: Mulliken charge in e.
Geometry (Å):
1 H -0.892 0.169 -3.188  -0.077
2 C -2.664 -3.918 -0.724  -1.309
3 H -0.754 1.278 -4.567  0.402
4 C 0.370 -3.185 4.352  -0.845
5 H -2.767 -0.894 2.873  0.087
6 C -2.139 2.750 4.234  -1.271
7 C -0.560 -2.636 -2.478  -0.867
8 H -1.250 -0.354 3.607  0.139
9 C -2.314 -0.129 3.503  -0.721
10 C -0.421 3.934 -0.708  -0.906
11 H -1.758 5.487 1.582  0.388
12 H 1.289 -4.294 -0.215  0.254
13 C 0.999 -0.505 -5.185  -1.307
14 C -0.888 -3.498 3.846  -0.607
15 Si -2.572 1.589 2.835  0.204
16 C 5.730 -3.425 0.457  0.163
17 C -3.274 2.961 -0.982  -1.293
18 H 0.496 -2.395 -2.631  0.150
19 N 3.320 0.391 -3.786  0.161
20 H -4.038 0.451 -0.549  0.539
21 H 0.191 -5.397 -1.034  0.499
22 H -4.210 2.682 -0.496  0.354
23 C 0.395 3.239 2.389  -0.861
24 H 0.906 0.040 -6.125  0.353
25 N 1.033 0.386 -4.027  0.201
26 C 5.183 -2.988 -0.798  0.907
27 H -2.658 -4.862 -1.275  0.456
28 H -3.466 3.861 -1.571  0.507
29 H 4.369 -0.331 -2.118  -0.070
30 H -3.503 -1.196 -0.918  0.194
31 S 1.930 0.852 -1.537  -0.265
32 H 0.177 4.651 -0.145  0.379
33 Sb -1.352 0.217 -0.124  0.167
34 C -2.567 4.826 1.266  -1.160
35 H -0.017 -5.052 0.682  0.299
36 H -4.980 1.611 3.254  0.477
37 H -2.833 2.558 5.056  0.435
38 N 0.853 1.033 1.641  0.672
39 H -0.149 1.758 -2.967  0.291
40 H 1.999 4.312 3.308  0.497
41 H -2.216 -3.300 2.172  0.315
42 H -2.213 3.808 3.985  0.312
43 H -3.793 -0.723 0.759  0.330
44 C 5.891 -3.169 -2.034  -0.241
45 C -3.425 -0.378 -0.205  -1.278
46 H 3.931 -0.038 -5.773  0.346
47 Si -1.931 3.386 0.249  0.856
48 C 2.112 0.489 -3.227  0.371
49 H 2.701 1.238 -5.618  0.423
50 H 2.250 -2.261 3.848  0.544
51 H -3.236 5.419 0.638  0.477
52 N 4.041 -2.395 -0.882  -0.188
53 C -1.442 1.862 1.322  2.771
54 H -3.028 -4.132 0.281  0.395
55 H 0.130 -1.158 -5.080  0.450
56 Si -0.929 -3.238 -0.754  0.395
57 C 1.234 -2.475 3.544  -0.733
58 C 1.686 3.385 2.844  -0.968
59 H 4.868 1.282 -2.669  0.327
60 H 1.891 -1.123 -5.213  0.388
61 C 4.538 0.291 -2.986  -0.652
62 H 0.685 -3.514 5.331  0.492
63 O 3.456 -2.246 0.327  -0.462
64 H -1.129 2.565 4.606  0.369
65 C -0.016 2.041 1.791  -1.789
66 C -0.715 -1.793 0.514  -0.297
67 N 0.872 -2.048 2.331  0.133
68 N 6.440 -3.316 -3.032  -0.424
69 C -1.244 -3.065 2.583  -0.612
70 H -3.007 2.169 -1.684  0.357
71 H -0.309 4.052 2.498  0.406
72 Tl 1.572 -1.423 0.056  0.760
73 H -0.823 -3.429 -3.183  0.569
74 C 2.102 1.180 2.109  -0.244
75 H 2.769 0.326 2.014  0.421
76 H 0.234 3.098 -0.968  -0.024
77 C 2.573 2.324 2.711  -1.339
78 H -1.582 -4.089 4.429  0.514
79 H 5.307 -0.169 -3.603  0.455
80 H -3.383 -3.260 -1.210  0.416
81 H -4.589 2.854 2.076  0.258
82 C -0.330 -2.295 1.856  0.536
83 H -4.692 1.169 1.577  0.330
84 C 3.584 0.799 -5.168  -1.226
85 H 3.594 2.383 3.058  0.491
86 C 0.244 -4.608 -0.280  -1.076
87 C -0.265 0.927 -3.657  -0.682
88 H 4.369 1.555 -5.141  0.428
89 H -2.767 -0.209 4.495  0.554
90 C -4.365 1.830 2.378  -1.008
91 N 6.149 -3.768 1.468  -0.416
92 H -1.146 -1.754 -2.739  0.132
93 H -0.731 4.423 -1.635  0.457
94 H -3.130 4.543 2.153  0.265

***

[2]
Below is a 2-piece molecular cluster, C4H9N3 overall in a non-equilibrium geometry, with properties calculated with ωB97M-V with the def2-TZVPD basis set.

Calculated values
**Total charge**: 0
**Relative energy (zero: lowest compared OMol25 entry of this formula, charge and spin)**: 140.8 kcal per mole
**LUMO level (alpha / beta)**: -0.33 / -0.33 eV

Last column: Mulliken charge in e.
Geometry (Å):
1 C -1.061 -0.900 -0.364  -0.147
2 H -0.109 1.464 -1.542  0.312
3 H 2.754 -1.450 0.662  0.289
4 H -1.763 1.627 -0.949  0.369
5 N 1.237 -0.371 -0.314  -0.396
6 H -0.435 2.374 -0.041  0.277
7 C -0.722 1.512 -0.640  -0.887
8 C 2.033 -0.644 0.856  -0.790
9 C -2.124 -0.315 0.576  0.288
10 H 1.845 0.032 -1.035  0.193
11 H -0.656 -1.797 0.097  0.182
12 H -1.321 -0.930 -1.424  0.279
13 H 1.384 -0.975 1.669  0.290
14 N -0.518 0.303 0.168  -0.071
15 H 2.617 0.226 1.193  0.282
16 N -3.159 -0.157 1.091  -0.471

***

[3]
Below is an isolated ion of composition C5H11N4 and charge +1 in a non-equilibrium geometry, with properties calculated with ωB97M-V with the def2-TZVPD basis set.

Calculated values
**SMILES string**: C[C@@H]1C(=[NH2+])NC=N[C@H]1N
**Total charge**: +1
**Relative energy (zero: lowest compared OMol25 entry of this formula, charge and spin)**: 41.1 kcal per mole
**LUMO level**: -3.60 eV

Last column: Mulliken charge in e.
Geometry (Å):
1 H 0.752 -2.454 0.964  0.417
2 N -0.810 -0.232 -1.345  -0.149
3 C 0.426 -0.383 0.796  0.184
4 N -2.107 -0.409 0.562  -0.322
5 C -0.921 -0.341 -0.043  0.492
6 H 1.899 1.279 0.776  0.421
7 N -0.231 1.814 0.314  -0.489
8 H 1.290 -1.981 -0.540  0.251
9 H -2.988 -0.489 0.205  0.165
10 H -1.496 -0.330 -2.065  0.273
11 H 0.226 -0.450 1.930  0.439
12 H -2.074 -0.520 1.526  0.229
13 C 1.273 -1.593 0.594  -1.435
14 H -0.449 1.993 1.282  0.205
15 H -0.045 2.767 -0.113  0.264
16 H 2.340 -1.541 0.976  0.334
17 C 0.926 1.027 0.265  -0.085
18 C 0.373 0.456 -1.901  -0.283
19 H 0.442 0.421 -2.972  0.481
20 N 1.174 0.964 -1.213  -0.392